(1)
A structure of composition C41H42Co2O7PSi in a non-equilibrium geometry. Source: the Open Molecules 2025 dataset; level of theory: wB97M-V/def2-TZVPD.

## Properties
max |F|: 5.71 eV/Å
LUMO level: -5.5 eV
net charge: +1

CARTESIAN COORDINATES (ANGSTROEM)
1 C 2.15 -1.71 1.11
2 C -0.57 0.60 -3.31
3 O -1.10 1.32 -4.05
4 C 2.14 -2.29 3.85
5 C -2.32 4.31 3.39
6 H -0.10 -5.77 0.35
7 H -4.53 1.45 0.57
8 C -2.40 -1.66 -4.70
9 C -0.21 2.97 2.81
10 H 5.93 4.47 3.85
11 C -4.63 -1.69 -5.67
12 Si 4.44 2.99 2.61
13 H 6.48 1.62 2.44
14 O 4.70 -0.92 -4.46
15 C -4.02 -1.78 1.53
16 H -3.38 0.62 -1.45
17 H -2.99 -3.28 0.36
18 H 4.25 5.02 4.03
19 C 3.63 -0.58 -4.18
20 C -4.44 -0.45 1.61
21 C 1.00 -1.72 3.25
22 C 5.42 1.41 2.67
23 H -2.80 -1.71 -6.82
24 C 2.32 -1.19 -0.22
25 C -1.52 -3.56 -1.83
26 H -2.75 6.39 2.89
27 C -2.99 -1.35 -0.62
28 C -0.63 -5.42 -0.53
29 H -3.56 5.23 1.84
30 C 2.34 1.35 1.01
31 H 3.35 -0.97 -0.55
32 C 0.98 -1.49 1.87
33 H -4.15 5.50 3.48
34 C -2.01 -4.49 -2.77
35 H -1.31 -1.63 -4.83
36 H -6.26 -1.72 -4.25
37 C -4.35 -1.74 -3.26
38 H 5.56 3.99 0.68
39 C -0.76 -4.04 -0.75
40 C -1.19 -6.33 -1.43
41 C -3.25 5.42 2.87
42 H 0.08 -1.08 1.40
43 O 0.85 2.98 1.78
44 O -0.98 1.54 0.06
45 O 2.87 2.12 -1.87
46 C -1.86 -5.86 -2.56
47 H -2.04 4.52 4.42
48 C -1.06 4.19 2.53
49 H -1.34 4.19 1.47
50 H 2.18 -2.45 4.92
51 H 5.38 0.98 3.68
52 C -5.18 -1.71 -4.38
53 H 4.11 -3.16 3.52
54 H 1.22 -2.45 -2.91
55 H 4.12 -2.58 1.08
56 H 0.14 -1.47 3.87
57 C 4.51 3.77 0.92
58 H -5.28 -1.67 -6.54
59 H 1.58 1.05 0.31
60 H -0.78 2.04 2.70
61 H -4.24 -2.47 2.35
62 C -3.30 -2.24 0.42
63 H -4.96 -0.08 2.49
64 Co -0.13 -0.42 -1.92
65 C -0.63 0.73 -0.70
66 C -3.24 -1.69 -5.82
67 C 3.26 -2.37 1.71
68 C 1.24 -1.42 -2.54
69 P -1.82 -1.76 -1.98
70 H 4.82 3.62 4.96
71 H -0.45 5.09 2.70
72 C 1.76 1.07 -5.09
73 C 1.99 2.29 1.93
74 H -2.86 3.35 3.37
75 H 3.37 1.02 0.93
76 C -4.20 0.42 0.54
77 H -4.80 -1.78 -2.27
78 H 4.11 3.14 0.11
79 O 2.78 2.65 2.96
80 H 0.26 3.02 3.81
81 H -2.28 -6.56 -3.28
82 Co 2.05 0.02 -3.73
83 C 1.35 -1.14 -1.17
84 O 1.66 1.85 -5.94
85 C 3.25 -2.66 3.07
86 H -1.11 -7.40 -1.24
87 C 2.54 1.27 -2.59
88 H -2.54 -4.13 -3.66
89 C -3.51 -0.04 -0.59
90 C 4.90 4.13 3.99
91 H 5.08 0.64 1.96
92 H 3.96 4.72 0.89
93 H -0.29 -3.33 -0.07
94 C -2.96 -1.69 -3.41

=====

(2)
A structure of composition C41H42N5P2SiTa. Source: the Open Molecules 2025 dataset; level of theory: wB97M-V/def2-TZVPD.

## Properties
max |F|: 0.57 eV/Å
LUMO level: -12.8 eV
net charge: +4

CARTESIAN COORDINATES (ANGSTROEM)
1 C -0.80 1.64 2.41
2 C 2.07 1.45 2.32
3 N -2.88 -3.76 0.12
4 H 1.75 2.51 4.17
5 H 1.29 -2.32 2.89
6 H -1.39 5.54 -2.56
7 H 4.25 -1.74 0.84
8 C -0.62 2.88 1.78
9 C -0.09 1.90 -2.37
10 N -4.09 0.60 -0.42
11 C 0.98 -2.65 4.98
12 C 2.88 1.27 1.19
13 H 5.24 3.59 1.95
14 H -4.46 -4.89 0.86
15 C 0.80 2.97 -2.23
16 H 0.36 3.18 1.41
17 H -1.36 -4.96 -0.76
18 C -2.01 -4.95 0.12
19 H 0.09 -4.28 -3.98
20 C 4.02 2.06 1.07
21 H 1.02 5.10 -2.19
22 C -0.19 -0.95 -3.37
23 C 4.08 0.54 -4.31
24 C 2.39 2.38 3.31
25 H -4.01 1.61 -0.47
26 C 0.04 -0.81 6.22
27 H -1.30 0.44 -4.61
28 C -3.12 2.16 2.77
29 H 3.02 -2.66 0.01
30 H -0.52 -3.26 0.05
31 C 3.25 0.11 -1.67
32 C -1.03 4.52 -2.49
33 C -1.03 -0.59 -4.42
34 P 0.61 0.24 -2.26
35 P 0.58 0.47 2.42
36 C 5.02 0.33 -3.29
37 C 2.33 0.30 -2.70
38 C -1.11 -2.90 -5.12
39 N -1.02 -2.37 -0.01
40 C 0.32 4.28 -2.28
41 C -0.25 -3.25 -4.08
42 C -1.91 3.45 -2.64
43 H -4.74 -4.25 -0.77
44 C -2.06 1.28 2.90
45 C -2.95 3.39 2.13
46 C 0.21 -2.28 -3.21
47 H 5.36 -0.07 -1.23
48 C -1.49 -1.58 -5.29
49 N -3.23 -1.50 -0.16
50 C 0.53 -2.11 6.18
51 C -1.45 2.15 -2.57
52 C 0.46 -0.57 3.86
53 Si 2.61 -0.18 0.06
54 H -4.19 -1.78 -0.28
55 H 4.42 0.70 -5.32
56 H -1.55 4.71 1.18
57 C 2.73 0.51 -4.01
58 H -4.87 -3.21 0.69
59 H 1.86 2.79 -2.10
60 H 2.00 0.64 -4.81
61 C -4.33 -4.03 0.22
62 H 6.07 0.34 -3.53
63 H -2.15 1.33 -2.74
64 H -3.77 4.08 2.06
65 C 4.35 2.99 2.05
66 H 0.93 -2.55 -2.45
67 H -5.03 0.23 -0.47
68 H 0.56 -2.70 7.08
69 H -4.09 1.91 3.19
70 H 4.67 1.97 0.20
71 H -1.43 -5.00 1.04
72 C -1.70 3.75 1.64
73 H 3.81 3.85 3.94
74 H -2.13 -1.30 -6.12
75 H 2.78 -2.12 1.70
76 H -2.64 -5.83 0.06
77 C -2.36 -2.57 0.00
78 C 4.61 0.11 -1.99
79 H 1.35 -3.67 4.95
80 H -2.96 3.65 -2.85
81 C 0.94 -1.89 3.82
82 H -0.30 -0.39 7.16
83 H -2.20 0.34 3.41
84 H -0.37 0.98 5.12
85 C 0.00 -0.04 5.07
86 Ta -0.07 -0.58 0.09
87 H -1.85 1.43 -0.24
88 C -3.02 -0.15 -0.24
89 C 3.17 -1.85 0.72
90 N -1.81 0.41 -0.16
91 C 3.54 3.14 3.17
92 H -1.46 -3.65 -5.81

=====

(3)
A structure of composition C41H42N8O6PS2Sc in a non-equilibrium geometry. Source: the Open Molecules 2025 dataset; level of theory: wB97M-V/def2-TZVPD.

## Properties
max |F|: 1.15 eV/Å
LUMO level: -0.1 eV
net charge: 0

CARTESIAN COORDINATES (ANGSTROEM)
1 H 3.60 -4.95 1.10
2 H -6.94 -0.26 -3.60
3 H 0.06 -6.01 0.67
4 H 2.39 -3.64 6.74
5 C 2.11 -2.71 6.26
6 C 0.17 -4.94 0.87
7 S -0.81 -1.46 3.75
8 C 5.13 -0.78 1.49
9 C 0.04 4.41 1.01
10 H 4.15 -3.84 2.75
11 H 0.70 -5.19 3.47
12 C -3.19 -0.30 -2.70
13 H -0.05 5.28 0.38
14 H 5.24 -0.35 0.49
15 C 3.47 2.18 -2.20
16 C -5.89 -0.27 -3.34
17 C 0.18 0.88 3.28
18 C 1.21 1.19 -2.57
19 C 4.25 2.35 0.05
20 C -4.59 -2.15 2.18
21 C 0.61 -1.50 4.82
22 H -4.05 -3.19 -1.38
23 N 2.19 1.23 -0.41
24 P 1.98 -2.01 1.02
25 H -4.54 -3.23 2.06
26 C -4.67 0.58 2.50
27 H 2.47 -5.13 3.42
28 H 4.40 -0.20 2.04
29 C -5.08 0.80 -3.71
30 H 3.57 2.38 -3.26
31 C 1.34 -0.34 5.03
32 C -3.66 0.02 1.72
33 C -5.37 -1.34 -2.65
34 C 2.64 -5.07 0.61
35 N -3.45 -2.45 -1.70
36 H -6.32 -2.21 3.44
37 H 3.62 -2.25 3.29
38 C 0.11 4.53 2.39
39 H 6.67 -2.99 1.17
40 H 1.23 1.45 -3.62
41 C 4.44 2.60 -1.31
42 C -5.58 -1.58 2.96
43 C 2.34 1.52 -1.72
44 C 3.12 1.65 0.43
45 O 3.48 -2.28 0.55
46 O 1.14 -1.92 -0.24
47 C 0.20 3.37 3.15
48 H 5.40 -4.11 0.64
49 H 2.51 -6.12 0.33
50 H 1.61 1.62 4.51
51 Sc 0.02 -0.23 0.12
52 H 0.09 5.50 2.87
53 C 1.50 -4.66 1.55
54 C 1.00 -2.68 5.42
55 C -4.01 -1.37 -2.33
56 O -1.78 0.43 0.32
57 H 4.97 2.67 0.78
58 O 1.58 -3.26 1.93
59 C -1.79 -0.38 -2.30
60 H 6.09 -0.73 2.01
61 C 0.09 3.15 0.45
62 H 0.05 3.01 -0.62
63 C 0.20 2.14 2.50
64 H 2.94 1.42 1.48
65 H -3.08 1.60 -3.66
66 H 5.32 3.12 -1.65
67 H 2.62 -4.46 -0.29
68 N -0.56 -0.06 2.86
69 O 1.83 -0.77 1.84
70 C -3.73 0.78 -3.39
71 N 0.17 2.04 1.17
72 H 3.70 -1.56 7.12
73 S -2.24 -2.29 0.91
74 C 4.67 -2.23 1.39
75 H 0.13 -4.40 -0.08
76 H -4.67 1.66 2.62
77 C -3.60 -1.37 1.58
78 H 0.42 -3.58 5.24
79 H 3.05 0.53 5.98
80 C -5.62 -0.20 3.13
81 H 1.61 -6.49 2.68
82 H -1.69 -3.35 -1.10
83 C 1.58 -5.42 2.86
84 N 0.94 0.87 4.43
85 H -0.65 -4.61 1.50
86 C 5.71 -3.07 0.66
87 H 0.21 3.42 4.23
88 C 2.84 -1.56 6.46
89 H 5.82 -2.72 -0.36
90 C 2.47 -0.38 5.83
91 O -2.67 2.15 1.43
92 H -6.00 -2.17 -2.35
93 H -6.37 0.25 3.76
94 C -2.17 -2.38 -1.11
95 H -5.50 1.63 -4.25
96 C 4.42 -2.79 2.80
97 N -1.32 -1.38 -1.57
98 C -2.64 0.96 1.14
99 N 0.17 0.65 -2.03
100 H 5.33 -2.69 3.39
101 N -0.94 0.55 -2.75

=====

(4)
A structure of composition C41H43AsN10OPdS3. Source: the Open Molecules 2025 dataset; level of theory: wB97M-V/def2-TZVPD.

## Properties
max |F|: 0.62 eV/Å
LUMO level: -6.5 eV
net charge: +2

CARTESIAN COORDINATES (ANGSTROEM)
1 C -6.02 -3.26 1.50
2 N 1.58 1.90 1.45
3 H 4.35 4.29 -0.45
4 C -0.48 6.38 0.20
5 H 3.69 -6.97 1.19
6 H 3.90 6.57 -1.23
7 H 0.15 0.49 3.83
8 C 0.43 1.50 0.88
9 H -6.93 6.23 1.96
10 C 2.71 2.61 0.87
11 C 0.45 0.91 2.89
12 H -6.66 -4.08 1.18
13 H 4.53 -5.58 5.15
14 H 3.39 -4.00 -1.65
15 C 3.34 -0.17 -1.56
16 S 0.34 -0.79 -1.72
17 H -7.26 3.90 1.24
18 H 4.01 -4.41 -0.03
19 C -3.89 5.66 0.63
20 C 1.72 -5.20 0.59
21 C -5.59 2.32 -0.08
22 C -4.92 6.35 1.25
23 C 3.36 -3.73 -0.59
24 Pd -1.49 -1.19 -0.32
25 H 0.35 4.04 1.06
26 C 2.24 -4.44 2.93
27 C 3.97 -5.50 4.23
28 H 3.90 -2.08 0.70
29 C -2.59 6.29 0.44
30 O -1.50 5.49 0.33
31 H 1.65 7.59 -0.92
32 C -3.67 -4.94 0.39
33 C 4.11 -1.23 -5.11
34 H -5.98 1.72 0.74
35 N -0.91 7.60 0.23
36 H 4.99 -7.13 3.28
37 H 7.24 -0.45 -4.08
38 H -4.18 -2.94 -2.09
39 H 6.01 0.08 -2.01
40 C 2.50 -5.32 1.87
41 C 5.49 -1.06 -5.16
42 C 5.48 -0.30 -2.88
43 C 2.97 -4.54 4.10
44 C 1.86 6.59 -0.56
45 C 6.17 -0.59 -4.05
46 H 4.75 -2.13 -0.86
47 C 3.12 6.02 -0.74
48 H -4.45 -5.67 0.19
49 H 4.01 0.27 -0.81
50 H 1.46 -3.70 2.84
51 C -4.08 4.35 0.19
52 H 3.58 -1.58 -5.99
53 H 2.00 -5.98 -0.11
54 S -0.45 -3.04 0.43
55 H -6.56 -2.31 1.42
56 C 4.22 -6.38 3.18
57 H -3.19 -0.04 -3.01
58 S -3.22 -1.66 1.23
59 H 3.45 2.66 1.67
60 H 0.18 1.69 -0.15
61 H -2.90 -4.99 -0.37
62 C -5.29 3.71 0.40
63 C 3.79 -2.31 -0.37
64 H -5.70 -3.40 2.53
65 N 2.00 -3.91 -0.07
66 C -5.04 -2.86 -1.42
67 N -4.45 1.60 -0.67
68 N 2.80 -1.40 -0.96
69 N -4.56 1.12 -1.93
70 H 2.34 -1.05 -3.93
71 H 6.03 -1.28 -6.07
72 C -6.13 5.71 1.46
73 N -2.63 0.49 -1.00
74 C 1.13 4.57 0.54
75 C 1.12 -2.95 -0.20
76 C 4.10 -0.47 -2.83
77 C 3.49 -6.28 2.00
78 C 3.37 4.73 -0.30
79 H -5.47 -1.86 -1.50
80 H -2.98 1.48 0.88
81 C -3.44 0.45 -2.09
82 N -2.28 7.54 0.39
83 H -5.78 -3.61 -1.68
84 C 2.38 4.00 0.36
85 C -6.31 4.40 1.06
86 H 0.65 -5.26 0.76
87 H -6.33 2.33 -0.87
88 C 0.87 5.85 0.06
89 N -0.32 0.87 1.77
90 H 2.77 -3.86 4.92
91 H 3.13 2.01 0.06
92 C -3.31 1.22 -0.12
93 H -4.75 7.37 1.57
94 H -3.23 -5.12 1.37
95 As -4.47 -3.19 0.38
96 C 3.42 -0.93 -3.95
97 N 1.60 1.52 2.74
98 H 2.51 0.51 -1.72
99 C 1.53 -1.71 -0.94
100 H -3.27 3.84 -0.33

=====

Question: Number 2 is which compound?
Answer: C41H42N5P2SiTa